{"formula": "C34H91AsF6FeN8O10", "method": "ωB97M-V/def2-TZVPD", "species": ["Fe", "C", "C", "O", "O", "H", "H", "H", "As", "F", "F", "F", "F", "F", "F", "C", "C", "C", "O", "C", "N", "H", "H", "H", "H", "H", "H", "H", "H", "H", "H", "H", "C", "C", "C", "O", "C", "N", "H", "H", "H", "H", "H", "H", "H", "H", "H", "H", "H", "C", "C", "C", "O", "C", "N", "H", "H", "H", "H", "H", "H", "H", "H", "H", "H", "H", "C", "C", "C", "O", "C", "N", "H", "H", "H", "H", "H", "H", "H", "H", "H", "H", "H", "C", "C", "C", "O", "C", "N", "H", "H", "H", "H", "H", "H", "H", "H", "H", "H", "H", "C", "C", "C", "O", "C", "N", "H", "H", "H", "H", "H", "H", "H", "H", "H", "H", "H", "C", "C", "C", "O", "C", "N", "H", "H", "H", "H", "H", "H", "H", "H", "H", "H", "H", "C", "C", "C", "O", "C", "N", "H", "H", "H", "H", "H", "H", "H", "H", "H", "H", "H"], "positions_angstrom": [[-0.95682, -1.60339, 2.53861], [-0.21973, -0.34988, -1.38349], [-0.63928, -0.82412, 0.00209], [-0.86608, -2.02849, 0.30898], [-0.65121, 0.02091, 0.92951], [-0.37364, -1.11708, -2.13898], [0.82552, -0.03676, -1.39751], [-0.79732, 0.54829, -1.60754], [-0.07352, 1.42568, 4.60836], [1.17570, 0.52948, 5.42461], [-1.17014, 0.95966, 5.88299], [-1.40919, 2.15893, 3.73923], [1.13013, 1.99753, 3.47167], [-0.33492, -0.05707, 3.67398], [0.20033, 2.93007, 5.44201], [-5.51196, -0.95175, -1.17973], [-4.26528, -0.11738, -1.06093], [-4.16233, 0.99226, -2.12089], [-4.14322, 0.45942, -3.43052], [-5.32489, 0.80068, -4.13368], [-4.22426, 0.51155, 0.26508], [-5.73813, -1.57888, -0.31611], [-5.50426, -1.65162, -2.01893], [-6.37284, -0.28928, -1.33034], [-3.38224, -0.76176, -1.14764], [-3.24175, 1.55944, -1.94643], [-4.94878, 1.70845, -1.84669], [-5.36988, 1.86915, -4.36107], [-6.26194, 0.51410, -3.64877], [-5.31373, 0.25494, -5.07894], [-5.11344, 0.95452, 0.48453], [-3.51574, 1.26619, 0.31346], [2.55015, -3.77418, 4.02578], [1.09665, -3.35510, 3.72548], [0.30115, -3.04462, 4.99992], [-0.88147, -2.27524, 4.70418], [-1.61562, -2.10345, 5.90761], [1.04090, -2.24622, 2.74646], [3.03326, -4.02112, 3.08112], [2.50397, -4.72367, 4.57073], [3.13754, -3.08728, 4.63282], [0.70204, -4.27373, 3.29688], [0.82831, -2.37721, 5.69574], [0.18549, -3.96089, 5.58856], [-1.02774, -1.58408, 6.66539], [-2.01221, -3.06852, 6.23190], [-2.47973, -1.46006, 5.74502], [1.72397, -1.59314, 3.14482], [1.54511, -2.53808, 1.89922], [1.82989, -4.57428, -1.76070], [2.27874, -4.18342, -0.34993], [3.74446, -4.48808, -0.08538], [3.97023, -5.87715, -0.19443], [5.24890, -6.25627, 0.25694], [2.07737, -2.73285, -0.14939], [0.75399, -4.44702, -1.89832], [2.13169, -5.60319, -1.96249], [2.24930, -3.87300, -2.48647], [1.76501, -4.66711, 0.48879], [3.97339, -4.15740, 0.93515], [4.37577, -3.91091, -0.76913], [5.33008, -6.10270, 1.33739], [6.05715, -5.84220, -0.35116], [5.31417, -7.33939, 0.11663], [2.47635, -2.22583, -0.93222], [1.06879, -2.59234, -0.19652], [-2.07487, -0.33982, -6.11697], [-1.18209, -1.45679, -5.62152], [0.13321, -0.84980, -5.11717], [1.15566, -1.80351, -4.93606], [2.43655, -1.21969, -4.78466], [-1.88470, -2.27260, -4.61511], [-1.63417, 0.15977, -6.97951], [-2.32068, 0.38081, -5.33309], [-3.02070, -0.76548, -6.46175], [-0.95847, -2.09201, -6.48481], [0.03114, -0.31230, -4.16400], [0.42663, -0.07128, -5.83684], [2.42862, -0.44781, -4.00900], [2.73988, -0.79354, -5.74719], [3.11354, -2.03650, -4.54237], [-1.23054, -2.65059, -3.93556], [-2.42196, -1.57892, -4.08856], [-0.40501, 4.10097, 1.43583], [-1.75032, 3.82787, 0.74447], [-1.68429, 4.07974, -0.76844], [-1.35632, 5.39276, -1.15072], [-2.23130, 6.35573, -0.64983], [-2.20135, 2.46441, 1.03354], [-0.42432, 3.94916, 2.50855], [-0.14349, 5.14518, 1.22493], [0.39027, 3.49053, 0.99759], [-2.48079, 4.54060, 1.14006], [-2.65821, 3.80188, -1.20142], [-0.99382, 3.39519, -1.27384], [-2.12948, 6.54218, 0.42693], [-3.29182, 6.06898, -0.72806], [-2.14064, 7.31306, -1.15960], [-1.44013, 1.89297, 0.66706], [-2.19985, 2.36479, 2.04387], [-5.34729, -1.83779, 2.96127], [-3.88471, -2.11109, 3.18866], [-3.40984, -3.27672, 2.31284], [-2.01860, -3.54727, 2.51837], [-1.67043, -4.81951, 1.99204], [-3.05123, -0.93186, 2.81039], [-5.49941, -1.46357, 1.94823], [-5.73397, -1.10210, 3.66669], [-5.90349, -2.76950, 3.10010], [-3.68818, -2.30423, 4.24355], [-3.53625, -2.94163, 1.27406], [-3.98211, -4.19043, 2.48084], [-0.68213, -5.07155, 2.35584], [-1.70271, -4.79129, 0.90036], [-2.33492, -5.62735, 2.31070], [-3.50006, -0.53850, 1.96977], [-3.27964, -0.20622, 3.49302], [3.64916, 2.60718, 1.26118], [3.16778, 1.55361, 0.27415], [4.31902, 0.97628, -0.52202], [3.90444, -0.11404, -1.31169], [4.97498, -0.97602, -1.68298], [2.47862, 0.49345, 1.06381], [2.76777, 3.16158, 1.58942], [4.24147, 3.37106, 0.73758], [4.23682, 2.23404, 2.09327], [2.43364, 1.92264, -0.45381], [5.09217, 0.66125, 0.19387], [4.78220, 1.74371, -1.15449], [4.58611, -1.67173, -2.42098], [5.45934, -1.39175, -0.79799], [5.69988, -0.32519, -2.19381], [1.55566, 0.83374, 1.32478], [2.29173, -0.17156, 0.31220], [3.19599, 6.42928, 0.40751], [3.12113, 6.15843, -1.09612], [1.84124, 5.43203, -1.57646], [2.06012, 4.80134, -2.81764], [2.61665, 3.52123, -2.77483], [3.24337, 7.46220, -1.77172], [2.66762, 7.31904, 0.74389], [4.25494, 6.63691, 0.57506], [2.91172, 5.53736, 0.96758], [3.93944, 5.47916, -1.34142], [1.00246, 6.12830, -1.59589], [1.48412, 4.71178, -0.82564], [2.84290, 3.25085, -3.80629], [1.89158, 2.76850, -2.43505], [3.50378, 3.43345, -2.14152], [3.33636, 7.29915, -2.77294], [2.35239, 7.94339, -1.69177]], "orbital_gap_ev": [8.935, 8.723], "s_squared": 6.0069, "spin_multiplicity": 5, "e_above_lowest_kcal_mol": 18.8, "energy_ev": -180663.3983, "homo_energy_ev": [-8.7091, -8.5053]}